C20H33F4N8O2SSn as an isolated structure in a non-equilibrium geometry. Source: the Open Molecules 2025 dataset; level of theory: ωB97M-V/def2-TZVPD.

Element x y z (Å)
1 Sn 0.53452 0.34502 -1.60431
2 C -0.57046 -2.65430 -2.17471
3 N 0.71058 -2.17535 -1.73293
4 C 1.82955 -2.58666 -2.65328
5 C 1.03633 -2.49651 -0.34344
6 C 0.10596 -1.86592 0.64112
7 N -0.23226 -0.49319 0.31239
8 C -1.39072 0.09301 0.88017
9 C -2.25622 0.90532 0.10956
10 F -1.91584 1.13569 -1.23864
11 C -3.42074 1.38411 0.59464
12 F -4.35010 1.94559 -0.17662
13 C -3.74255 1.14556 1.97544
14 C -2.94986 0.33442 2.72150
15 F -3.38030 -0.08103 3.93339
16 C -1.79237 -0.19631 2.25547
17 F -1.10215 -1.15571 2.95720
18 H -0.62562 -3.74413 -2.01738
19 H -0.69622 -2.43283 -3.26007
20 H -1.31035 -2.18511 -1.56067
21 H 1.71931 -3.67888 -2.86764
22 H 2.74327 -2.25933 -2.15200
23 H 1.61663 -2.00659 -3.56936
24 H 2.10937 -2.27241 -0.13480
25 H 0.92299 -3.60048 -0.25350
26 H 0.60376 -1.93704 1.62164
27 H -0.80209 -2.47527 0.76136
28 H -4.52499 1.75011 2.35196
29 N 2.89643 0.52854 -0.60987
30 C 3.12812 1.83667 0.05745
31 C 4.49498 2.48471 -0.34137
32 C 5.35353 2.87828 0.83482
33 C 4.79742 4.10248 1.58485
34 N 5.36653 5.34360 1.18787
35 C 4.81363 6.19196 0.32826
36 N 3.49408 6.23253 0.11853
37 N 5.58155 7.04463 -0.42608
38 C 1.88305 2.75328 0.00456
39 O 1.82229 3.81608 0.70392
40 O 0.97224 2.41936 -0.82219
41 H 3.01155 -0.24037 -0.00172
42 H 3.56985 0.43918 -1.41865
43 H 3.26461 1.56467 1.14581
44 H 4.32552 3.31519 -1.07503
45 H 5.07123 1.70521 -0.89458
46 H 6.35201 3.08431 0.43852
47 H 5.42221 2.05700 1.58118
48 H 5.02792 3.93509 2.65620
49 H 3.69525 4.12440 1.47586
50 H 6.36675 5.40290 1.25075
51 H 2.90370 5.61865 0.68560
52 H 3.11762 6.95366 -0.43115
53 H 6.60074 6.93810 -0.65993
54 H 5.11737 7.63415 -1.09159
55 C -7.17446 -5.16855 -1.45858
56 N -6.26891 -4.55249 -0.49224
57 C -6.25108 -4.65509 0.95501
58 C -5.07655 -3.77504 1.36653
59 N -4.28209 -3.79202 0.15833
60 C -5.01375 -4.19596 -0.96296
61 S -4.39239 -4.14797 -2.50200
62 H -6.82630 -6.11301 -1.80200
63 H -7.21204 -4.48507 -2.29603
64 H -8.23765 -5.25962 -1.07436
65 H -6.14073 -5.73451 1.16945
66 H -7.26041 -4.40177 1.37502
67 H -4.48995 -4.23104 2.20405
68 H -5.40943 -2.81918 1.70148
69 H -3.28390 -3.57473 -0.00019

Force components x, y, z for each atom (eV/Å):
Sn 1.2 1.5 -1.1
C 0.5 -0.7 -0.7
N 2.0 0.6 0.2
C -1.9 0.3 0.2
C 0.4 -1.5 -0.9
C 0.0 -0.2 1.4
N -2.4 1.1 0.7
C 1.8 -1.5 0.9
C 1.4 0.3 -2.2
F -0.7 -0.4 2.2
C -1.5 -0.2 1.4
F 0.9 0.0 0.4
C 0.6 1.2 -2.6
C -0.8 -1.0 2.4
F 0.4 0.6 -0.7
C 1.7 -1.8 -1.8
F -1.1 1.8 -0.8
H -0.2 0.1 -0.2
H -0.1 -0.1 0.9
H -0.9 0.4 0.1
H 0.7 0.8 0.2
H 0.1 -0.5 -0.5
H 0.6 -0.4 0.1
H -0.8 0.0 -0.2
H 0.3 0.4 0.5
H -0.2 0.2 -0.1
H 0.1 0.3 -0.1
H -1.1 -0.1 0.6
N -0.1 0.9 -2.6
C 0.6 -0.5 2.1
C -0.5 -0.7 -1.5
C -0.2 0.4 0.3
C -0.6 -1.4 1.5
N 0.5 0.9 -0.9
C 0.4 1.0 -1.7
N 1.1 -1.4 1.6
N 1.0 -0.7 0.4
C 0.0 2.7 0.9
O 0.6 -2.8 -1.6
O -0.6 -1.1 0.0
H 0.6 -0.8 0.8
H -1.0 -0.1 1.2
H -0.4 0.4 -0.9
H 0.2 -0.5 0.7
H -0.4 0.5 0.2
H 0.1 0.0 0.3
H 0.1 0.3 -0.7
H -0.3 0.4 -0.5
H 0.7 0.0 0.3
H 0.3 0.1 0.1
H -0.2 0.5 -0.5
H -0.7 0.7 -0.7
H -1.6 -0.2 0.9
H -0.2 0.2 0.0
C -2.0 0.7 0.8
N 2.6 0.7 -2.8
C -1.5 -1.3 0.5
C 0.6 -1.6 1.3
N 0.7 -0.1 -3.2
C -1.8 0.4 5.2
S 0.0 -0.1 -1.0
H 0.2 -0.9 0.0
H -0.1 0.1 -0.4
H 1.5 0.1 -0.2
H 0.3 0.4 0.3
H 1.0 0.2 -0.4
H -0.6 0.3 -0.7
H -0.1 1.0 -0.2
H -1.2 -0.2 0.7

Total energy   -64801.3553 eV
LUMO energy (spin up / spin down)   -10.75 / -11.28 eV
Net charge   +3
Strongest force on any atom   0.10635 hartree/bohr

An isolated ion of composition C8H11N5 and charge +2 in a non-equilibrium geometry. Source: the Open Molecules 2025 dataset; level of theory: ωB97M-V/def2-TZVPD.

Element x y z (Å)
1 C -2.16674 2.02438 0.44199
2 C -3.08582 1.08638 0.07597
3 C -0.81135 1.61301 0.53968
4 C -2.69528 -0.20492 -0.16984
5 C -0.36428 0.30372 0.24401
6 C -1.41131 -0.65458 -0.13646
7 C 2.64969 0.87529 -0.03059
8 C 1.84729 -0.96608 0.44032
9 N 0.90931 -0.05310 0.33359
10 N 3.03519 -0.32741 0.19308
11 N -1.00690 -1.96251 -0.32747
12 N 3.06991 1.99204 -0.43164
13 N 1.59485 -2.23298 0.48500
14 H -2.59711 3.00284 0.67108
15 H -4.16255 1.38025 -0.05086
16 H 0.07083 2.28764 0.71399
17 H -3.40933 -1.03251 -0.37826
18 H 3.97759 -0.57906 0.30858
19 H -0.40101 -2.10176 -1.09686
20 H -1.72532 -2.64707 -0.15362
21 H 2.46180 2.75735 -0.53511
22 H 4.00462 2.38366 -0.70010
23 H 0.56725 -2.38811 0.57232
24 H 2.18513 -3.05848 0.82721

Force components x, y, z for each atom (eV/Å):
C 2.0 0.4 0.6
C -2.0 -0.2 -0.4
C 0.6 1.5 0.2
C -1.3 -2.6 -0.3
C -2.9 -0.7 -0.6
C 2.0 1.3 0.1
C -2.8 1.2 -0.7
C -1.5 -1.3 -0.6
N 2.6 2.5 0.4
N 1.1 -0.1 0.4
N -0.7 -0.1 1.2
N 2.2 1.0 -0.6
N 0.5 -2.7 1.7
H 1.0 0.0 -0.1
H 1.2 -0.4 0.2
H -1.4 -0.2 0.2
H 0.1 1.1 0.0
H 1.4 -1.2 0.3
H 0.2 -0.5 -1.1
H -0.1 -0.3 -0.6
H -1.7 1.0 0.1
H -0.2 -1.4 0.4
H 0.3 -0.2 -0.3
H -0.6 2.0 -0.7

Total energy   -15904.5330 eV
ΔE to the lowest compared entry with this formula, charge and spin   71.4 kcal per mole
LUMO energy (spin up / spin down)   -9.87 / -9.08 eV
Structure (SMILES)   N/C(=N\c1ccccc1N)[NH+]=C=[NH2+]
Net charge   +2
Strongest force on any atom   0.07102 hartree/bohr

C19H12AgBrF6N3O4S3 as an isolated structure in a non-equilibrium geometry. Source: the Open Molecules 2025 dataset; level of theory: ωB97M-V/def2-TZVPD.

Element x y z (Å)
1 Ag -0.30785 0.62950 -0.39429
2 Br 0.39820 0.38871 2.72451
3 C -0.86571 -1.01193 2.82643
4 C -1.28527 -1.33717 4.08224
5 C -2.14247 -2.44591 4.26680
6 C -2.50362 -3.20197 3.19446
7 C -2.06656 -2.87424 1.88364
8 C -2.42076 -3.70933 0.79153
9 C -1.99768 -3.39827 -0.46425
10 C -1.25865 -2.20815 -0.68441
11 C -0.89244 -1.34075 0.31732
12 C -1.26513 -1.71865 1.64629
13 H -0.94286 -0.76000 4.93017
14 H -2.48190 -2.69935 5.26429
15 H -3.12963 -4.07892 3.32388
16 H -3.02589 -4.59006 0.98077
17 H -2.25901 -4.03722 -1.30229
18 H -1.00962 -1.96438 -1.71512
19 F -3.03763 0.27510 -1.82714
20 C -2.85768 1.11077 -2.82636
21 F -3.09244 0.47324 -3.97401
22 F -3.69929 2.13058 -2.73155
23 S -1.09105 1.72473 -2.98394
24 O -0.28540 0.53068 -3.08070
25 O -1.18921 2.59521 -4.12200
26 N -0.58779 2.61427 -1.70322
27 S -1.39372 3.14855 -0.43228
28 O -2.61942 2.47653 -0.10238
29 O -0.45949 3.48717 0.61473
30 C -1.92100 4.80428 -1.02658
31 F -2.91933 4.69384 -1.90058
32 F -2.33837 5.54536 0.00408
33 F -0.90956 5.44244 -1.61646
34 N 2.46115 3.25965 0.23727
35 C 2.97970 2.01591 0.05997
36 N 2.28113 0.98763 -0.27562
37 C 3.09380 -0.14041 -0.38825
38 C 2.64624 -1.41941 -0.70937
39 C 3.57081 -2.44656 -0.78408
40 C 4.92942 -2.22264 -0.54546
41 C 5.38365 -0.95493 -0.21828
42 C 4.45321 0.07267 -0.14131
43 S 4.70781 1.74931 0.25803
44 H 1.45253 3.32203 0.34336
45 H 3.01075 3.93641 0.73418
46 H 1.59019 -1.59188 -0.86862
47 H 3.23017 -3.44493 -1.02850
48 H 5.63342 -3.04296 -0.61047
49 H 6.43427 -0.77457 -0.02642

Force components x, y, z for each atom (eV/Å):
Ag 0.8 -1.0 0.7
Br 0.2 0.3 0.0
C -0.1 -0.2 -0.2
C -0.2 -0.2 0.0
C 0.1 0.1 0.0
C 0.0 0.0 -0.1
C 0.0 -0.1 0.0
C 0.0 0.1 0.1
C 0.1 0.1 0.0
C -0.2 -0.3 -0.2
C -0.1 0.4 0.0
C 0.1 -0.1 0.2
H 0.0 0.0 0.0
H 0.0 0.0 0.0
H 0.0 0.0 0.0
H 0.0 0.0 0.0
H 0.0 0.0 0.0
H 0.0 0.0 0.0
F -0.1 -0.2 0.1
C 0.5 0.3 0.1
F -0.1 -0.1 -0.1
F -0.1 0.0 0.0
S 0.3 0.8 -0.2
O -0.3 0.4 0.0
O 0.0 -0.2 0.1
N -0.7 -0.9 0.5
S -0.2 0.5 -0.7
O 0.3 0.2 -0.1
O 0.0 -0.2 -0.2
C 0.0 0.1 0.0
F 0.0 0.0 -0.1
F -0.1 0.1 0.0
F 0.0 0.1 0.0
N 0.1 -0.2 0.0
C -0.2 0.4 0.1
N 0.1 -0.3 -0.1
C -0.3 0.1 0.0
C 0.1 0.0 0.0
C 0.0 0.0 0.0
C -0.1 0.0 0.0
C 0.0 0.0 0.0
C 0.1 -0.1 0.0
S 0.1 0.0 0.0
H 0.0 0.0 0.0
H 0.0 0.0 0.0
H 0.0 0.0 0.0
H 0.0 0.0 0.0
H 0.0 0.0 0.0
H 0.0 0.0 0.0

Total energy   -155412.3236 eV
ΔE to the lowest compared entry with this formula, charge and spin   7.8 kcal per mole
LUMO energy   2.34 eV
Net charge   -1
Strongest force on any atom   0.02876 hartree/bohr

What is the formula in the third record?
C19H12AgBrF6N3O4S3

Which formula does entry 1 have?
C20H33F4N8O2SSn